{"formula": "C20H58N4O9", "method": "ωB97M-V/def2-TZVPD", "symbols": ["C", "H", "O", "C", "O", "H", "C", "H", "C", "H", "H", "H", "H", "H", "C", "H", "H", "C", "H", "H", "H", "H", "H", "O", "C", "O", "H", "C", "C", "H", "H", "H", "H", "O", "N", "H", "O", "H", "H", "H", "H", "H", "H", "H", "H", "C", "H", "C", "H", "H", "H", "C", "C", "H", "N", "H", "O", "H", "H", "O", "H", "C", "O", "H", "H", "H", "H", "H", "H", "H", "N", "C", "C", "C", "H", "H", "H", "H", "H", "C", "H", "N", "H", "H", "H", "H", "C", "H", "C", "H", "H"], "xyz": [[1.5602, 1.3569, -3.9245], [6.8494, -0.9124, 2.0134], [-4.4895, -1.4887, -2.4316], [1.5275, 2.7851, -3.3722], [2.0206, 3.6569, -4.3712], [3.3089, -4.9183, 1.4245], [-2.1473, -3.5014, 1.2664], [-4.0871, 2.5224, 1.2054], [3.6981, -3.9540, 1.7353], [-3.4058, -2.4470, 3.6524], [1.7560, 1.6001, 0.2860], [-2.8190, -0.6137, 2.5481], [-2.1288, -2.8970, -0.7194], [-1.5789, 0.2926, 0.5057], [0.0680, 3.2233, -3.1917], [-3.1551, 4.3210, 2.6998], [3.6601, -1.8274, 1.2136], [-4.9350, -0.4622, -1.5727], [-1.0161, 5.2996, 2.5352], [7.9363, 0.0514, -0.9725], [-3.0577, -4.9304, 0.0662], [-0.4269, 1.3732, 1.2946], [1.0849, 0.6152, -3.2834], [-1.9668, -3.1504, 2.4313], [3.5394, -2.9160, -0.6159], [1.8172, -2.8015, 1.0964], [3.4928, -3.9592, -0.9305], [1.7888, 0.5598, -0.0428], [-4.7217, -0.8688, -0.1169], [-5.4449, -0.3843, 0.5452], [-4.8818, -1.9185, 0.1510], [-1.3555, 2.8106, 3.5163], [-3.8239, 4.0259, 0.4695], [-2.1482, 2.6062, 3.0149], [-1.6551, -2.8555, 0.1614], [4.7853, -4.0236, 1.5790], [-5.5582, -0.1169, 4.0280], [2.3880, 0.2959, -0.9132], [-2.5788, 2.7457, 0.2307], [-0.1870, 3.3924, -2.1409], [-3.1820, 0.7778, -1.7202], [2.6389, 1.1565, -3.9530], [-3.5913, -4.8301, 1.7236], [-5.0353, -2.2746, -2.3518], [-4.9402, -2.6187, 4.3185], [-4.2301, 0.8221, -2.0370], [-0.3421, 4.0115, 1.5655], [3.2445, -2.7842, 0.8801], [-0.6311, 2.4743, -3.5782], [0.1040, 0.9494, -1.1426], [4.5533, -2.5628, -0.8304], [-3.2787, 3.2031, 0.9341], [6.9097, -0.2660, -0.8188], [2.8935, -2.2974, -1.2401], [-3.0396, -4.4812, 0.9606], [1.4137, -2.1753, 0.4827], [-1.6420, -0.9992, -2.9115], [-4.3119, 0.9339, -3.1152], [3.6162, -3.6967, 2.7887], [5.9770, 1.7459, 0.1914], [-1.4775, 5.0337, 0.8318], [6.1056, 0.3330, 0.3437], [0.2645, -1.1126, -0.9339], [-3.3269, 0.9099, 3.2396], [6.7608, -1.3401, -0.6640], [-6.0022, -0.2602, -1.7470], [-3.6986, -0.6717, 0.2071], [-0.4192, -1.0109, -1.6298], [-4.6031, 1.6957, -1.5040], [6.2867, 0.6493, 2.5632], [-3.5191, -0.0532, 3.0025], [0.3227, 0.1960, -0.3730], [-1.2706, 4.5479, 1.7900], [-2.4710, 3.6777, 2.1296], [5.1331, -0.1610, 0.3273], [-0.8924, -2.2266, 0.3244], [-2.5503, -0.6704, -2.7673], [7.7996, 0.4354, 1.6857], [6.6899, 2.1850, 0.6598], [6.7443, 0.1375, 1.7183], [2.9316, 3.4555, -4.6160], [-4.2531, -1.9884, 3.9460], [-0.2971, 4.1147, -3.7041], [1.1767, 1.3417, -4.9431], [6.3410, -0.0890, -1.7347], [-1.5271, -0.9848, -3.8676], [-4.5141, -0.6760, 3.6802], [-0.3075, -0.3950, 1.5617], [-0.5407, 0.3927, 0.8405], [2.0706, 2.8014, -2.4219], [2.2043, 0.0579, 0.8374]], "atomic_forces_ev_per_a": [[1.287, 0.438, 0.379], [-0.389, -0.083, -0.158], [0.499, -0.297, -0.858], [-1.745, -0.341, -0.938], [0.680, 0.539, -0.021], [-0.540, 0.150, 0.194], [-0.927, 0.955, -0.417], [0.379, -0.361, 0.244], [2.236, 0.933, -0.465], [0.270, 0.240, -0.172], [0.509, 0.222, -0.662], [0.326, 0.096, 0.320], [0.152, 0.025, -0.178], [-0.125, -0.013, 0.431], [-1.041, -0.111, 0.664], [0.015, 0.096, -0.019], [0.067, -0.082, 0.341], [-0.870, 0.342, 0.255], [-0.248, -0.019, 0.095], [0.081, -0.045, 0.408], [-0.021, -0.077, -0.004], [0.095, 0.015, 0.007], [-0.084, 0.049, -0.011], [0.487, -0.080, -0.432], [0.717, -0.092, 0.167], [0.174, 0.511, -0.160], [-0.224, 0.035, -0.102], [-0.719, -0.532, 0.527], [-0.127, 0.334, 0.570], [0.379, 0.490, 0.002], [-0.075, -0.189, -0.802], [0.007, 0.143, -0.004], [0.476, 0.268, -0.094], [0.044, -0.551, -0.423], [0.179, -0.616, 1.354], [0.021, -0.175, 0.056], [0.826, -0.278, -0.101], [0.313, 0.611, 0.047], [-0.365, -0.166, -0.278], [0.041, -0.175, 0.011], [0.120, 0.031, -0.269], [-0.134, -0.626, -0.251], [0.085, -0.228, -0.107], [-0.060, 0.047, 0.172], [-0.382, 0.518, 0.023], [0.410, -0.538, 1.170], [-0.174, -0.456, 0.229], [-1.637, -0.630, -0.324], [0.194, -0.288, 0.229], [-0.570, -0.279, -0.085], [0.093, -0.123, 0.084], [0.345, -0.305, -0.014], [-1.626, -0.680, 0.232], [-0.273, -0.095, 0.182], [-0.295, -0.320, 0.219], [-0.076, -0.072, -0.125], [-0.394, 0.314, -0.099], [-0.060, 0.106, 0.005], [-0.571, -0.389, 0.046], [-0.923, 0.147, -0.605], [-0.087, 0.387, 0.231], [1.397, 0.779, 0.684], [-0.449, 0.820, -0.061], [0.059, -0.068, -0.383], [0.864, -0.171, -0.170], [-0.012, -0.348, 0.051], [-0.071, 0.262, 0.065], [0.250, -0.698, 0.006], [-0.310, 0.004, -0.189], [-0.390, 0.175, -0.334], [0.225, 0.467, -0.331], [2.126, 1.104, 0.200], [0.366, -0.090, -1.083], [-0.752, 1.084, 1.132], [-0.290, 0.493, -0.058], [0.074, 0.195, -0.460], [0.400, -0.509, -0.084], [-0.077, 0.384, -0.132], [0.093, -0.122, 0.053], [1.061, -1.214, 0.114], [-0.067, -0.153, 0.199], [0.020, -0.839, -0.011], [0.913, 0.269, -0.139], [-0.193, -0.044, 0.073], [0.144, 0.320, -0.051], [0.111, -0.044, 0.071], [-1.284, -0.243, 0.647], [-0.116, 0.128, 0.188], [-0.743, -0.612, -0.464], [0.137, 0.383, -0.135], [-0.228, -0.440, -0.115]], "e_above_lowest_ev": 0.000, "e_homo_ha": -0.330, "homo_lumo_gap_ha": 0.3400, "lumo_ev": 0.271, "smiles": "NC(N)=O.NC(N)=O.CC(C)O.CC(C)O.CC(C)O.CC(C)O.CC(C)O.CC(C)O.O"}

---

{"formula": "C6H22BF4N8O6Zn", "method": "ωB97M-V/def2-TZVPD", "symbols": ["F", "H", "O", "H", "Zn", "C", "N", "N", "H", "N", "H", "H", "H", "H", "H", "H", "O", "O", "F", "O", "C", "H", "F", "C", "H", "O", "N", "B", "H", "C", "H", "C", "H", "H", "N", "N", "H", "C", "H", "H", "H", "H", "N", "N", "O", "F", "H", "H"], "xyz": [[-2.4747, -0.2190, -4.2877], [3.2267, -1.7988, -1.2961], [0.1479, -2.5679, 1.7903], [-0.9441, 2.7409, -4.1057], [-0.0107, 0.0044, -0.1747], [0.2129, -3.4417, 2.5602], [-0.3300, -4.6419, 2.3459], [1.2803, 2.8155, 4.6384], [-0.6017, -4.8695, 1.4001], [0.4802, -3.3689, 3.8761], [0.6726, -4.2319, 4.3642], [-5.9469, -1.5234, 0.1515], [6.5381, -1.5550, -3.1702], [3.7460, 0.9462, -1.6535], [0.2387, 5.5168, -2.5899], [-4.6694, 0.4832, 2.4485], [-3.1730, -0.0001, 0.4803], [0.1446, 2.6019, -1.8829], [-3.4030, -2.1794, -3.7927], [2.9993, -0.8933, -1.5197], [-4.3165, -0.4464, 0.7685], [1.1592, 4.5402, -1.3937], [-1.5904, -1.3931, -2.6949], [4.7948, -0.4979, -3.0979], [5.4025, 0.3483, -3.4187], [0.6064, 1.5871, 2.9133], [-4.9190, -0.3032, 1.8658], [-2.2214, -1.5030, -3.9389], [-0.4856, 4.3944, -4.3646], [0.4736, 2.0004, 4.0829], [-5.8334, -0.7320, 1.8591], [-0.0362, 3.5985, -2.5657], [-4.4868, -1.5201, -0.8437], [1.8491, 3.0911, 3.8507], [-0.6366, 3.6254, -3.7274], [0.4721, 4.6507, -2.1256], [-1.3250, 1.3155, 4.3319], [4.1657, -0.0561, -1.7389], [-0.6123, 2.0558, 5.7847], [0.6891, -2.4260, 4.1715], [4.9191, -0.2601, -0.9781], [4.0304, -0.6259, -3.8643], [-5.0014, -1.2176, -0.0290], [-0.5602, 1.7581, 4.8210], [5.6344, -1.6278, -2.8545], [-1.4401, -2.0810, -4.9433], [-0.1003, -5.3672, 3.0103], [1.2353, 3.2741, 5.5372]], "atomic_forces_ev_per_a": [[-0.462, 2.334, -0.733], [0.365, -0.132, -0.049], [0.521, 5.087, -4.041], [-0.160, 0.119, -0.043], [-0.947, -0.083, -0.709], [-1.865, -3.688, 3.541], [-0.236, -2.142, -1.499], [4.548, 2.584, -0.252], [0.193, -0.305, 0.219], [1.229, 1.618, 0.681], [0.125, 0.860, 0.451], [0.404, -0.015, -0.349], [-0.209, 0.453, -0.235], [0.495, 0.077, -0.468], [0.648, 0.207, 0.517], [-0.380, -0.317, 0.185], [0.114, 0.365, 0.292], [0.058, -3.923, 1.800], [-0.824, -0.886, 0.513], [-0.961, 0.509, 0.583], [3.783, -0.453, -3.269], [-0.364, 0.595, -0.100], [1.580, -0.467, 2.266], [0.979, 1.426, 0.935], [0.149, 0.115, -0.169], [0.162, -0.109, -0.212], [-2.183, 1.751, 5.339], [-0.198, -0.143, -1.618], [-0.157, -0.290, 0.088], [-1.770, -1.380, -2.129], [0.056, 0.674, 1.039], [-0.901, -3.721, -0.913], [-0.540, -0.205, -0.335], [1.153, 0.948, 0.992], [-1.352, -0.380, -2.161], [2.274, 6.290, 1.627], [-0.071, -0.117, 0.717], [-0.384, -1.655, -0.721], [-0.357, -0.150, -0.407], [0.459, -0.565, 0.721], [-0.064, 0.279, 0.150], [-0.018, -0.562, 0.136], [-0.108, -1.686, -3.173], [-3.645, -1.959, 1.227], [-1.070, -0.296, 0.154], [0.432, -0.362, 0.560], [-0.434, -0.208, -0.623], [-0.068, -0.088, -0.524]], "charge": 1, "e_homo_ha": -0.450, "homo_lumo_gap_ha": 0.1356, "lumo_ev": -8.548}

---

{"formula": "C12H17N", "method": "ωB97M-V/def2-TZVPD", "symbols": ["H", "H", "C", "H", "H", "H", "H", "C", "H", "H", "H", "C", "C", "C", "H", "N", "H", "C", "H", "H", "H", "C", "C", "H", "C", "H", "C", "H", "C", "C"], "xyz": [[-0.5095, -0.3263, -3.4021], [-2.4176, 1.0990, -2.6119], [0.8008, 2.2834, -0.4643], [2.0899, -2.3687, 1.0243], [2.2076, 0.9109, 0.3713], [-0.7320, -1.7419, 3.1857], [3.1266, 2.9394, 1.3221], [3.2256, 2.8005, 0.2400], [0.4615, 2.0714, -1.4638], [0.7915, -1.7352, -1.7005], [3.0820, 3.7740, -0.2340], [-0.4780, -1.1390, -0.0627], [2.2420, 1.7639, -0.3018], [-1.8239, 0.4920, -1.9371], [1.0230, -3.5437, 0.3503], [-1.7092, -0.4451, 1.6902], [2.6399, 1.3325, -1.2116], [-1.5234, -0.2809, 0.3474], [-2.2990, 0.1618, 2.2368], [0.1389, 1.8900, 0.3038], [1.1494, -3.3997, 2.0383], [-0.0701, -1.1205, -1.4462], [0.0165, -1.7666, 1.1131], [4.2745, 2.5266, 0.0809], [-0.7370, -1.3204, 2.1913], [-3.0059, 1.1742, -0.2501], [-0.7796, -0.3246, -2.3584], [0.7779, 3.3612, -0.2760], [-2.1739, 0.5590, -0.5598], [1.0849, -2.7929, 1.1333]], "atomic_forces_ev_per_a": [[0.104, -0.058, -0.277], [0.240, -0.070, -0.264], [0.861, 0.476, 0.571], [0.014, 0.201, -0.077], [0.087, -0.141, 0.203], [-0.282, 0.239, 0.030], [-0.197, 0.069, -0.089], [0.267, 0.039, 0.203], [-0.611, -0.111, -0.102], [-0.159, 0.148, -0.370], [-0.047, 0.022, -0.035], [0.117, 0.490, 0.231], [-0.030, -0.101, 0.563], [0.198, -0.207, 0.082], [-0.344, 0.064, -0.472], [-0.138, 0.106, 0.309], [-0.104, 0.146, -0.486], [0.061, -0.151, -0.707], [0.213, -0.192, -0.052], [-0.121, -0.413, -0.368], [-0.308, 0.245, 0.364], [0.368, -0.485, 0.458], [-0.615, -0.079, -0.385], [-0.092, -0.132, -0.073], [0.532, -0.318, 0.079], [-0.139, 0.127, 0.119], [-0.347, 0.256, 0.351], [0.076, 0.165, -0.346], [-0.532, 0.085, 0.273], [0.929, -0.419, 0.266]], "charge": -1, "s2": 0.77, "e_above_lowest_ev": 0.100, "spin_multiplicity": 2, "e_homo_ha": [0.022, -0.105], "homo_lumo_gap_ha": [0.1133, 0.2391], "lumo_ev": [3.694, 3.636]}